# 1
17
Properties=species:S:1:pos:R:3:forces:R:3:nbo_charge:R:1 method="wB97M-V/def2-TZVPD" charge=+1 relative_energy_kcal_mol=88.7 energy_ha=-441.730486
B 2.58995 -0.13636 0.14113 -0.3 -0.6 -1.1 1.057
C 0.38036 -1.45295 -0.77378 -1.5 0.7 1.7 -0.166
C -0.97435 0.15144 0.73652 0.4 -1.6 0.9 0.245
C 1.49554 -0.85743 -0.84899 2.3 0.7 0.6 -0.082
C -2.21907 0.29552 -1.36511 0.2 -1.7 -1.2 -0.086
N -0.30832 -1.00348 0.66534 -2.3 0.9 -4.6 -0.516
N -1.99377 0.44843 -0.08071 -2.2 3.9 2.3 -0.478
O 2.03534 0.03969 1.37462 0.1 0.2 0.4 -0.927
O 3.83457 0.08730 -0.34702 -0.9 0.0 0.1 -0.862
H -0.25522 -2.04799 -1.38747 -0.1 -0.4 -0.1 0.242
H -0.86803 0.86106 1.55398 0.1 -0.5 0.2 0.221
H -3.21727 0.53608 -1.75446 0.8 0.0 0.1 0.234
H -1.44216 -0.29424 -1.90094 -1.1 0.7 0.1 0.213
H 0.26165 -1.26776 1.37614 2.1 -0.4 2.5 0.418
H -2.66110 1.17674 0.45490 1.7 -2.0 -1.8 0.443
H 2.52390 0.21375 2.18608 0.4 0.2 -0.3 0.525
H 4.45022 0.66593 0.10774 0.1 -0.1 0.3 0.518

***

# 2
18
Properties=species:S:1:pos:R:3:forces:R:3:nbo_charge:R:1 method="wB97M-V/def2-TZVPD" charge=0 relative_energy_kcal_mol=85.0 energy_ha=-496.818535
B -0.87953 -0.11008 -0.06961 -0.2 1.3 3.6 1.185
C 0.90541 0.04623 2.43218 -0.6 0.6 -0.6 0.759
C 1.54852 -0.11407 -0.10801 0.2 0.7 0.7 0.808
C -2.30704 0.19367 -0.45669 -0.3 -0.2 -0.1 -1.096
C 0.34700 -0.24335 -2.18289 0.3 0.6 -0.5 -0.410
N -0.38061 0.33616 2.21314 -3.2 -1.7 -3.4 -0.865
N 1.73228 0.08825 1.22279 1.6 0.5 0.9 -0.676
N 0.28833 -0.23875 -0.70700 0.5 0.1 0.0 -0.796
O 1.43473 -0.06917 3.50170 1.0 -0.5 0.6 -0.619
O 2.47978 -0.07818 -0.85849 1.7 -0.1 -0.8 -0.617
H -2.38809 0.07559 -1.54657 -0.1 0.8 0.2 0.255
H -2.62121 1.15156 -0.00682 0.1 -0.3 -0.6 0.288
H -2.98408 -0.55409 -0.10748 -0.6 -0.6 0.7 0.268
H -0.64552 -0.69120 -2.46300 1.2 0.9 -0.6 0.205
H 0.68978 0.81173 -2.62167 -1.4 -2.2 1.0 0.231
H 1.18882 -0.89671 -2.43043 -0.5 -0.1 -0.3 0.247
H -1.16369 -0.06732 2.83027 2.3 0.9 -0.9 0.395
H 2.75512 0.35971 1.35858 -2.1 -0.8 0.2 0.435